(1)
{"formula": "C27H32BrN7O6SSbSe4V", "method": "wB97M-V/def2-TZVPD", "homo_ev": [-1.51, -1.51], "multiplicity": 3, "s2": 2.0466, "molar_mass_da": 1151.1, "total_charge": -2, "homo_lumo_gap_ev": [4.62, 4.57], "largest_force_ev_per_a": 3.6, "total_energy_ev": -425729.613, "elements": ["V", "Se", "Sb", "Se", "Se", "Se", "C", "C", "C", "C", "C", "C", "O", "N", "C", "O", "N", "C", "O", "H", "H", "H", "H", "H", "H", "H", "H", "H", "H", "H", "Br", "C", "C", "C", "C", "C", "N", "H", "H", "H", "H", "N", "C", "S", "C", "C", "C", "N", "C", "C", "H", "H", "H", "H", "H", "H", "C", "C", "C", "C", "C", "C", "O", "N", "C", "O", "N", "C", "O", "H", "H", "H", "H", "H", "H", "H", "H", "H", "H", "H"], "positions_angstrom": [[-1.50413, 0.39871, 0.46603], [-2.48027, 4.60370, 4.04582], [-2.97304, 2.84246, 2.56832], [-1.50207, 0.61241, 2.91985], [-2.40458, 3.36621, 0.26740], [-5.33502, 2.11448, 2.51549], [3.29922, 0.54468, -1.71849], [3.29457, 2.01312, -1.83488], [1.76877, 2.51817, -1.98984], [1.80488, 4.07539, -1.98283], [0.45104, 4.64607, -1.67234], [1.18332, 2.04905, -3.35397], [1.22907, 2.72787, -4.35067], [0.46393, 0.80201, -3.23122], [-0.38515, 0.66652, -2.15617], [-1.33227, -0.19839, -2.22083], [-0.15080, 1.29495, -0.92417], [0.89026, 2.10529, -0.69624], [1.14540, 2.50905, 0.45570], [4.24361, 0.17741, -1.26661], [3.10628, 0.00767, -2.59962], [2.56457, 0.18247, -0.96774], [3.87886, 2.35154, -2.72080], [3.60551, 2.52503, -0.90968], [2.23815, 4.47196, -2.91428], [2.50685, 4.33188, -1.17492], [-0.28357, 4.07928, -2.29601], [0.36044, 5.73628, -1.92659], [0.19926, 4.57386, -0.61538], [0.17042, 0.42619, -4.13184], [2.67210, 3.98749, 4.65143], [3.96868, 2.60779, 5.01220], [4.70508, 2.76060, 6.22804], [5.87490, 1.99491, 6.34129], [6.21744, 1.09749, 5.34804], [5.40792, 0.98009, 4.23914], [4.30507, 1.74433, 4.09422], [4.30307, 3.50310, 6.91968], [6.51691, 2.17936, 7.23188], [7.15495, 0.58286, 5.44720], [5.60504, 0.27552, 3.46553], [-7.71859, -1.67185, -1.36559], [-6.98984, -0.72506, -2.01287], [-7.27406, -0.17828, -3.56984], [-5.73234, -0.28089, -1.40988], [-5.31596, -0.70026, -0.17064], [-4.07124, -0.32997, 0.22878], [-3.24581, 0.41666, -0.52490], [-3.71595, 1.00194, -1.65778], [-4.88315, 0.55991, -2.20959], [-8.58000, -1.92437, -1.78857], [-7.33065, -2.30127, -0.70343], [-5.93825, -1.25241, 0.55069], [-3.68820, -0.72158, 1.15340], [-3.06713, 1.74631, -2.10490], [-5.01519, 0.78082, -3.26770], [-1.63749, -3.64630, -1.94783], [-0.12986, -3.86728, -1.73836], [0.52421, -3.50538, -0.37397], [2.03750, -3.71143, -0.60766], [2.91475, -3.59726, 0.65573], [0.00589, -4.47345, 0.66196], [0.56570, -5.53093, 0.98113], [-1.16037, -3.98727, 1.27060], [-1.69148, -2.65989, 1.16015], [-2.78708, -2.48061, 1.69103], [-0.94210, -1.70110, 0.56633], [0.22562, -2.04129, 0.03614], [1.10853, -1.15091, -0.07385], [-1.90729, -3.99295, -2.97222], [-1.81080, -2.59601, -1.86655], [-2.25129, -4.17423, -1.18266], [0.42439, -3.31268, -2.46825], [0.07721, -4.92393, -1.94646], [2.40111, -3.12303, -1.45322], [2.08948, -4.75996, -0.88189], [2.96178, -2.54201, 0.96398], [3.86954, -4.02055, 0.46466], [2.48512, -4.25340, 1.41995], [-1.59142, -4.63669, 1.93192]], "lowdin_spin": [2.050, 0.011, 0.008, -0.090, -0.048, 0.004, 0.000, 0.000, -0.001, 0.000, 0.000, 0.000, 0.000, 0.002, 0.005, 0.000, 0.000, 0.003, 0.008, 0.000, 0.000, 0.000, 0.000, 0.000, 0.000, 0.000, 0.000, 0.000, 0.000, 0.000, 0.000, 0.000, 0.000, 0.000, 0.000, 0.000, 0.000, 0.000, 0.000, 0.000, 0.000, 0.000, 0.000, 0.007, 0.009, 0.000, 0.018, -0.008, 0.006, -0.004, 0.000, 0.000, 0.000, 0.002, 0.000, 0.000, 0.000, 0.000, 0.000, 0.000, 0.000, 0.000, 0.000, 0.000, 0.001, 0.003, 0.001, 0.003, 0.008, 0.000, 0.000, 0.000, 0.000, 0.000, 0.000, 0.000, 0.000, 0.000, 0.000, 0.000]}

***

(2)
{"formula": "C27H32FeN9O2", "method": "wB97M-V/def2-TZVPD", "homo_ev": [-7.03, -7.00], "multiplicity": 2, "s2": 0.7797, "molar_mass_da": 570.5, "homo_lumo_gap_ev": [7.30, 6.83], "largest_force_ev_per_a": 0.3, "total_energy_ev": -80409.276, "elements": ["Fe", "C", "C", "C", "N", "C", "C", "C", "C", "C", "C", "C", "N", "C", "C", "C", "N", "C", "C", "C", "C", "C", "C", "C", "N", "C", "C", "H", "H", "H", "H", "H", "H", "H", "H", "H", "H", "H", "H", "H", "H", "H", "H", "H", "H", "H", "H", "H", "H", "H", "H", "H", "H", "O", "N", "C", "C", "N", "C", "N", "C", "N", "C", "N", "O", "H", "H", "H", "H", "H", "H"], "positions_angstrom": [[-0.28527, -0.30866, 0.26209], [2.52303, -0.16589, -2.51467], [1.48169, -0.95522, -3.31485], [0.15524, -1.22864, -2.57049], [-0.17648, -0.15654, -1.65536], [-0.42272, 1.06036, -2.12026], [-0.73531, 1.30674, -3.46934], [-0.87459, 2.48406, -4.18146], [-0.62575, 3.78960, -3.79648], [-0.23109, 4.18881, -2.52943], [-0.12076, 3.46543, -1.35768], [-0.36312, 2.10116, -1.07398], [-0.39772, 1.61136, 0.15124], [-0.43725, 2.50074, 1.30500], [-1.36261, 2.06635, 2.45612], [-1.34135, 0.56211, 2.78414], [-0.16569, -0.04027, 2.19154], [1.03597, 0.18130, 2.67745], [1.25228, 0.67337, 3.98957], [2.41476, 0.88888, 4.69636], [3.74558, 0.71364, 4.33056], [4.18795, 0.26722, 3.10130], [3.47965, -0.10958, 1.96858], [2.09866, -0.17133, 1.71497], [1.60746, -0.57397, 0.54802], [2.39621, -1.49247, -0.26674], [3.24144, -0.94571, -1.41954], [3.28059, 0.19588, -3.21460], [2.06444, 0.72593, -2.08440], [1.26993, -0.39902, -4.22985], [1.90590, -1.91424, -3.62873], [-0.64533, -1.40986, -3.29709], [0.22969, -2.13981, -1.98141], [-0.93566, 0.41149, -4.04349], [-1.18912, 2.35017, -5.21130], [-0.72399, 4.55828, -4.55166], [0.01288, 5.24116, -2.42537], [0.21642, 4.04795, -0.51232], [0.58025, 2.64400, 1.68818], [-0.79465, 3.48225, 0.99432], [-1.04283, 2.64543, 3.32574], [-2.38950, 2.36981, 2.24259], [-1.40992, 0.39083, 3.86102], [-2.20491, 0.07655, 2.34168], [0.34662, 0.87187, 4.54571], [2.25885, 1.24636, 5.70951], [4.49568, 0.95844, 5.07104], [5.26602, 0.22209, 2.98276], [4.10001, -0.36059, 1.11957], [3.06986, -2.03623, 0.40427], [1.70512, -2.23894, -0.65553], [4.05022, -0.32462, -1.02416], [3.72309, -1.81945, -1.87439], [-2.31871, -0.31507, 0.19692], [-2.88938, 0.55584, -0.58261], [-4.14633, 0.77488, -0.32850], [-4.83494, 0.11159, 0.74155], [-5.38673, -0.41835, 1.59967], [-4.85219, 1.70006, -1.16055], [-5.43627, 2.43348, -1.82496], [-1.94654, -5.56091, 0.64655], [-1.06131, -4.42886, 0.81208], [-1.25433, -3.20934, 0.26801], [-2.37410, -3.00331, -0.45777], [-0.36969, -2.34104, 0.41339], [-1.54451, -6.40031, 1.20688], [-2.03547, -5.85847, -0.40064], [-2.94132, -5.34959, 1.04527], [-0.17662, -4.54155, 1.27540], [-3.14685, -3.63897, -0.35679], [-2.60460, -2.01873, -0.55271]], "lowdin_spin": [0.979, 0.000, 0.000, -0.001, -0.010, -0.005, 0.023, -0.001, 0.026, -0.001, 0.025, -0.005, -0.020, -0.003, 0.000, 0.001, -0.007, 0.004, -0.001, 0.004, 0.000, 0.003, -0.002, 0.004, -0.012, -0.001, 0.000, 0.000, 0.000, 0.000, 0.000, 0.000, 0.000, 0.002, -0.001, 0.002, -0.001, 0.002, 0.000, -0.001, 0.000, 0.000, 0.000, 0.000, 0.000, 0.000, 0.000, 0.000, 0.000, 0.000, 0.000, 0.000, 0.000, -0.008, 0.002, -0.001, 0.000, 0.000, 0.000, 0.000, 0.000, 0.001, 0.001, 0.000, 0.001, 0.000, 0.000, 0.000, 0.000, 0.000, 0.000]}

***

(3)
{"formula": "C27H32GdN6O2S", "method": "wB97M-V/def2-TZVPD", "homo_ev": [-9.62, -9.33], "relative_energy_ev": 1.156, "multiplicity": 8, "s2": 16.1014, "molar_mass_da": 661.9, "total_charge": 1, "homo_lumo_gap_ev": [6.31, 4.40], "largest_force_ev_per_a": 4.2, "total_energy_ev": -73218.785, "elements": ["Gd", "O", "C", "N", "C", "C", "C", "C", "C", "C", "N", "C", "O", "C", "C", "C", "C", "C", "N", "C", "C", "C", "C", "C", "N", "H", "H", "H", "H", "H", "H", "H", "H", "H", "H", "H", "H", "C", "C", "C", "C", "N", "C", "S", "N", "C", "C", "C", "C", "H", "H", "H", "H", "H", "H", "H", "H", "H", "H", "H", "H", "H", "H", "H", "H", "H", "H", "H", "H"], "positions_angstrom": [[-0.77670, -0.94147, 1.14126], [-2.48268, -1.41798, -2.85218], [-2.22829, -1.45700, -1.61933], [-1.96019, -0.44327, -0.76696], [-2.32934, 0.87835, -0.99082], [-2.52720, 1.44433, -2.23788], [-2.91381, 2.77605, -2.41189], [-3.01731, 3.62723, -1.29696], [-2.83669, 3.12069, -0.05220], [-2.48280, 1.75020, 0.18182], [-1.93742, 1.30455, 1.30221], [-2.07669, 1.87485, 2.50929], [-2.55537, 2.93381, 2.77924], [-1.76476, 0.94752, 3.64381], [-1.99113, 1.43208, 4.96989], [-2.12918, 0.43088, 6.01560], [-1.69722, -0.87084, 5.70005], [-1.20097, -1.15644, 4.43293], [-1.36264, -0.30197, 3.39222], [-2.19313, -2.77924, -1.01299], [-2.38541, -3.91534, -1.85687], [-2.19833, -5.15547, -1.37140], [-1.87497, -5.34880, 0.01100], [-1.63322, -4.24449, 0.76408], [-1.67906, -2.95943, 0.25410], [-2.29057, 0.78356, -3.09280], [-3.12088, 3.16818, -3.40543], [-3.00324, 4.67484, -1.57178], [-2.95675, 3.73778, 0.84426], [-2.03331, 2.47052, 5.19257], [-2.56859, 0.67778, 7.03253], [-1.79049, -1.65629, 6.42180], [-0.66188, -2.12622, 4.24519], [-2.77135, -3.62596, -2.84359], [-2.24705, -5.97931, -2.09469], [-1.56888, -6.29631, 0.36856], [-1.41402, -4.27401, 1.82084], [2.74556, -3.91270, -3.78122], [3.35197, -2.76648, -2.97210], [2.59524, -1.38827, -3.30297], [1.35804, -1.23795, -2.41576], [1.41075, -0.21730, -1.42192], [1.75690, -0.43139, -0.12582], [1.67583, -2.04369, 0.55123], [2.30940, 0.56884, 0.56399], [2.55555, 1.95983, 0.12181], [2.49910, 2.98218, 1.32454], [2.03575, 4.49991, 0.99836], [3.31680, 5.34163, 0.59240], [3.24054, -4.82187, -3.47198], [2.93782, -3.85222, -4.87501], [1.61580, -4.05214, -3.68533], [4.44529, -2.68554, -3.22447], [3.33664, -3.00008, -1.93181], [2.29334, -1.45668, -4.33720], [3.27638, -0.53750, -3.22308], [1.02113, -2.17358, -1.94874], [0.55299, -0.89092, -3.12165], [1.45265, 0.74562, -1.73504], [2.79595, 0.32993, 1.44184], [1.81695, 2.32759, -0.57191], [3.48914, 1.95294, -0.46134], [3.37614, 2.88705, 1.96451], [1.65337, 2.67689, 1.96846], [1.55724, 4.91588, 1.90215], [1.26950, 4.54131, 0.20559], [3.47285, 6.24156, 1.18916], [3.21223, 5.71752, -0.43810], [4.23465, 4.69623, 0.67591]], "lowdin_spin": [6.781, 0.021, 0.008, 0.044, 0.029, 0.003, 0.030, 0.016, 0.013, 0.025, 0.044, 0.009, 0.020, -0.001, 0.001, 0.000, 0.001, -0.002, -0.016, 0.000, 0.000, 0.000, 0.000, -0.001, -0.008, -0.001, 0.001, 0.000, 0.000, 0.000, 0.000, 0.000, -0.001, 0.000, 0.000, 0.000, 0.000, 0.000, 0.000, 0.000, 0.000, -0.001, -0.011, -0.002, -0.003, 0.000, 0.000, 0.000, 0.000, 0.000, 0.000, 0.000, 0.000, 0.000, 0.000, 0.000, 0.000, 0.000, 0.000, 0.000, 0.000, 0.000, 0.000, 0.000, 0.000, 0.000, 0.000, 0.000, 0.000]}

***

> Which formula does entry 3 have?

C27H32GdN6O2S